No. 1
2 unconnected molecules or ions with the total composition C35H64NO3. Source: OMol25; level of theory: ωB97M-V/def2-TZVPD.

CARTESIAN COORDINATES (ANGSTROEM)
C  5.06123  6.11820  2.23950
C  -2.20036  -2.90706  4.68371
H  -0.16521  2.68663  -0.80147
H  -5.98626  -5.94537  5.21051
N  1.67731  1.48489  -0.89622
H  -6.13737  -4.39952  4.26338
H  -0.92387  -1.24977  5.29699
H  1.82814  6.41458  2.84510
H  0.92191  3.25488  -4.29544
H  -6.45704  -7.55026  3.30513
H  -4.43857  -4.47913  6.37119
H  -4.28642  -2.40616  5.26857
C  -3.75823  -3.19054  4.65760
C  5.65399  0.75217  -5.48463
H  -1.75925  -3.39794  5.59781
H  -1.71333  -3.40273  3.79914
C  5.10672  0.97081  -4.13263
H  -2.24317  1.21744  3.62062
H  5.65148  1.36694  -7.66546
H  -4.08796  -3.19130  3.58277
H  4.10084  5.39939  -3.24591
H  -2.67667  -0.76448  5.13975
H  -6.97539  -6.01053  2.53669
H  2.34644  -0.07861  0.34564
C  0.08143  1.53989  1.12767
C  -1.85142  -1.34788  4.65843
H  -0.54172  -1.33654  2.89020
H  -2.11554  2.02766  1.40051
H  1.85155  0.49183  -3.94847
H  5.27510  6.39505  1.20263
C  -5.85061  -7.29463  1.17298
C  3.64787  2.77218  -5.03819
H  -3.15071  0.99888  -3.74714
H  4.84381  4.06630  1.52294
C  -1.53248  -0.88078  3.18059
C  3.39202  4.84184  -2.58616
H  1.39748  -0.69702  -1.04593
H  3.66210  3.64727  -0.76748
H  2.89859  3.58903  -4.95487
C  -6.10489  -6.72975  2.62225
C  4.00968  3.59654  -1.84383
C  0.46025  2.23698  -4.45519
C  -4.87866  -9.22420  -0.21056
C  3.93696  6.98174  2.78148
H  -5.70838  -6.48082  0.40158
C  3.54386  -0.02580  -1.48852
H  4.59573  4.26740  3.27005
H  0.37545  0.66597  -2.94712
H  1.42356  3.06340  -2.25026
H  2.48832  4.60536  -3.21624
H  -1.80237  0.29229  0.88789
C  1.93115  2.05586  -2.28094
H  3.38807  -0.54375  -2.47251
H  2.47182  6.66913  1.21002
C  -5.42796  -5.22361  4.56398
C  5.22419  1.53143  -6.64406
H  -4.66199  -8.96973  2.00590
O  4.23145  1.22043  -1.57993
H  3.92226  6.92862  3.87366
H  5.12765  3.61336  -1.91546
H  -0.44272  0.99270  3.47225
H  -3.64808  -7.84215  1.00395
H  -5.09803  -8.58332  -1.10994
H  0.72096  0.72619  1.55634
C  3.50373  2.18811  -2.40191
H  2.25182  2.07376  -0.26516
H  -3.32536  -5.34518  5.25315
C  -4.15670  -4.58552  5.28347
H  -3.73232  1.16570  -5.45291
H  3.86287  3.18065  -7.24429
C  2.70873  6.29409  2.21172
H  -2.35555  0.00657  -5.09334
H  -6.78080  -7.85721  0.87075
H  -1.33308  1.92074  -3.07381
H  4.19110  -0.70404  -0.86157
H  4.00947  8.03013  2.49253
H  -5.78406  -9.86247  -0.03684
C  -4.65785  -8.32551  1.08452
H  -4.62266  -5.11087  2.48760
H  0.28754  2.50756  1.65277
H  -0.34661  0.87932  -0.90494
H  -4.01141  -9.90663  -0.40999
C  0.25349  1.71221  -0.43311
H  -1.26159  3.53651  -3.88768
C  -4.89799  -5.91012  3.22248
O  3.03167  4.89973  2.09602
C  -2.82258  0.99513  -4.81803
C  -1.07712  2.42909  -4.03998
C  4.07394  1.99389  -3.86016
C  2.14252  0.08016  -0.75082
H  3.02623  5.58663  -1.81926
H  5.50592  0.28447  -3.35023
C  -1.43771  0.69026  3.03393
C  4.19335  2.55554  -6.38505
H  6.41694  -0.05174  -5.64817
H  0.57903  1.86828  -5.50026
H  -4.05497  -6.61534  3.46144
H  5.98704  6.19236  2.80971
C  4.44432  4.73296  2.29072
C  -1.41922  1.15461  1.49885
O  -1.87708  2.02768  -5.15725
H  -2.35522  -1.29292  2.53389
C  1.21548  1.25156  -3.43366

Results
* charge: +1
* Kohn-Sham gap: 9.459 eV
* E_HOMO: -11.53 eV
* spin multiplicity: 1
* LUMO: -2.07 eV

Atom charges from the Löwdin analysis, given in e for atoms 1 to 5: atom 1 (C): -0.17, atom 2 (C): -0.21, atom 3 (H): 0.15, atom 4 (H): 0.11, atom 5 (N): -0.07

=====

No. 2
A molecular structure, C28H28Br2IrN4O3. Source: OMol25; level of theory: ωB97M-V/def2-TZVPD.

CARTESIAN COORDINATES (ANGSTROEM)
O  -1.27619  0.59799  1.06842
H  -0.43936  2.40936  6.03897
C  2.33108  -4.00720  -3.71673
H  3.09113  -4.74516  -3.46934
C  -4.10100  1.04895  6.70663
H  3.78719  1.24811  -2.29394
Br  -7.18065  1.15632  -0.16819
C  -4.41591  0.91098  -0.78965
H  7.60729  0.99429  0.33864
C  0.86692  -1.30582  -3.35513
H  -1.14598  0.29715  1.97555
H  2.08847  -2.81317  -0.55373
C  1.36703  1.04306  -3.26008
H  -5.11266  0.70418  6.87206
Ir  0.56882  0.25621  -0.58148
H  -0.20341  -3.16091  -3.39837
C  1.33324  -0.06497  -5.38482
C  -2.26176  1.68710  5.16717
C  4.07006  0.99827  -1.27878
C  2.60487  -3.04810  -1.48220
H  -3.64696  1.38272  8.75366
O  -2.10999  0.63948  -1.45627
C  -2.57863  0.65022  -2.81835
H  1.43387  -0.04424  -6.46172
H  3.05300  -2.14408  -1.88377
C  -3.06511  0.79066  -0.50012
H  1.79453  2.01425  -5.12695
H  -5.64569  1.15181  2.35426
C  -3.29015  1.43859  7.73464
H  -3.05959  1.60109  -3.04666
C  -4.93286  1.04935  1.55067
C  -3.56436  0.97720  1.86082
N  -4.13532  0.83082  4.22153
C  1.01479  -0.13614  -2.58935
H  -1.38465  2.25989  8.33180
H  1.22117  -4.42266  -2.06767
C  3.40061  0.35104  0.78192
H  0.80314  -2.13157  -5.33832
H  2.80614  -3.14789  -4.18059
H  -1.36654  2.14377  3.30122
N  -2.08150  1.62877  3.79145
H  -1.70325  0.53057  -3.44381
C  -3.57936  1.15883  5.38697
C  0.47648  -2.62922  -2.73427
H  -4.77186  0.90008  -1.80884
H  3.38052  -3.78735  -1.29431
C  4.65920  0.32292  1.30644
H  1.61858  -4.45311  -4.40716
N  1.63476  -3.58057  -2.47107
C  -1.44948  2.05705  6.20040
C  -2.63099  0.80452  0.83005
C  0.99101  -1.24542  -4.74217
C  5.70703  0.70209  0.44804
H  1.48540  1.97018  -2.70556
C  1.53289  1.08477  -4.63808
C  -3.24300  1.13256  3.26631
H  6.16272  1.30463  -1.57939
C  -5.34254  1.02284  0.24013
H  4.87020  0.03630  2.32742
Br  1.86888  -0.13974  1.82450
C  -1.99170  1.94165  7.49401
H  -0.02306  -2.46283  -1.77899
N  3.06402  0.67143  -0.45760
H  -3.26984  -0.17509  -2.99097
C  5.38756  1.02705  -0.87683
O  6.92075  0.71612  0.95757

Results
* charge: +3
* Kohn-Sham gap (spin up / spin down): 7.960 / 4.907 eV
* E_HOMO (spin up / spin down): -15.73 / -15.69 eV
* spin multiplicity: 5
* LUMO (spin up / spin down): -7.77 / -10.78 eV

Atom charges from the natural (NBO) analysis, given in e for atoms 1 to 5: atom 1 (O): -0.73, atom 2 (H): 0.25, atom 3 (C): -0.43, atom 4 (H): 0.25, atom 5 (C): -0.11

=====

Question: The lowest spin multiplicity belongs to which entry?
Answer: C35H64NO3

=====

Question: Among the records above, which one has the lowest spin multiplicity?
Answer: C35H64NO3